Entry 1:
{
  "formula": "C11H22N4O4",
  "method": "ωB97M-V/def2-TZVPD",
  "homo_lumo_gap_ev": 9.99,
  "energy_ev": -25913.545,
  "multiplicity": 1,
  "e_homo_ev": -9.227,
  "smiles": "NCCCC[C@H](N)C(=O)N[C@@H](CCC(N)=O)C(=O)O",
  "elements": ["C", "C", "C", "C", "C", "C", "C", "C", "C", "C", "C", "H", "H", "H", "H", "H", "H", "H", "H", "H", "H", "H", "H", "H", "H", "H", "H", "H", "H", "H", "H", "H", "H", "N", "N", "N", "N", "O", "O", "O", "O"],
  "positions_angstrom": [[-0.76751, -2.26347, -0.20793], [-0.05800, -1.34000, 0.77880], [-1.76407, -1.32670, -1.02315], [-1.76246, -1.21141, -2.60009], [-0.36254, -0.66782, -3.23088], [0.04400, 0.75263, -2.76743], [1.79874, 0.30778, 0.90996], [2.30460, -0.62196, 2.00900], [1.44150, 1.67300, 1.37902], [0.15843, 1.74305, 2.20049], [-0.74977, 2.77255, 1.65714], [-1.59451, -3.22296, 1.42152], [-2.20176, -3.64373, -0.14817], [-0.01658, -2.57851, -0.94319], [-1.61369, -0.31254, -0.75743], [-2.85384, -1.62907, -0.81327], [-2.66105, -0.63388, -2.91686], [-1.88575, -2.26163, -2.94834], [0.33442, -1.22137, -2.68536], [-0.33869, -0.62749, -4.31596], [-0.74139, 1.13691, -2.06247], [0.02730, 1.58190, -3.55595], [1.33054, 1.25826, -1.16967], [2.19962, 1.17034, -2.59747], [1.00415, -0.65934, -0.77074], [2.53593, 0.25878, 0.10629], [1.36392, 2.48175, 0.66197], [2.11980, 2.03657, 2.08975], [-0.39261, 0.84588, 2.07975], [0.30593, 1.93068, 3.32859], [-1.39051, 2.88854, 3.53823], [-2.35325, 3.93512, 2.69297], [3.34567, -2.15264, 2.36329], [-1.33942, -3.41709, 0.36660], [1.37594, 0.83661, -2.11646], [0.69127, -0.42071, 0.16194], [-1.78769, 3.04700, 2.62912], [-0.18419, -1.43062, 1.98863], [2.22676, -0.47652, 3.20259], [-0.76130, 3.20961, 0.49595], [2.97205, -1.74752, 1.56920]],
  "forces_ev_per_a": [[-0.054, 1.646, -1.941], [-0.745, -1.484, 0.545], [-1.762, -0.552, -1.093], [1.374, -0.906, -0.342], [-2.485, 1.752, 1.170], [-0.530, 2.560, -0.123], [-0.593, -2.130, -1.394], [0.931, -1.279, 1.579], [-1.019, 0.649, 1.051], [0.665, 0.594, 1.016], [-2.997, 1.983, -1.030], [0.584, -0.427, -2.764], [0.514, -0.006, 0.647], [0.234, -0.031, 0.072], [-0.182, 0.994, 1.014], [1.598, 0.485, 0.223], [0.732, -0.275, 0.233], [-0.016, 0.681, -0.309], [1.556, -1.628, -0.312], [0.129, -1.022, 0.013], [0.935, -0.314, -0.219], [-0.199, -1.496, 0.466], [-0.056, -0.053, -1.539], [-0.597, 0.156, -0.468], [-0.197, 0.207, -0.139], [0.550, 0.591, 0.450], [0.125, -0.462, -0.849], [1.877, 0.162, 0.682], [-0.582, -1.084, 0.303], [0.050, -0.570, -1.811], [-0.253, -0.239, 0.366], [1.051, -1.372, -1.035], [-0.240, -0.031, 0.092], [-1.661, -0.420, 2.910], [-0.262, -0.283, 1.519], [1.526, 0.956, 0.924], [0.725, 1.265, -0.533], [-0.279, 0.001, -0.268], [-0.105, 1.051, -0.552], [0.178, -0.777, 2.415], [-0.520, 1.109, -0.966]],
  "nbo_charge": [-0.15, 0.69, -0.41, -0.39, -0.43, -0.24, -0.15, 0.81, -0.45, -0.51, 0.69, 0.39, 0.36, 0.19, 0.21, 0.21, 0.21, 0.20, 0.20, 0.22, 0.21, 0.19, 0.38, 0.38, 0.43, 0.25, 0.25, 0.24, 0.27, 0.22, 0.37, 0.40, 0.50, -0.83, -0.90, -0.66, -0.85, -0.63, -0.58, -0.61, -0.70]
}

***

Entry 2:
{
  "formula": "C4H15N2O",
  "method": "ωB97M-V/def2-TZVPD",
  "charge": 1,
  "homo_lumo_gap_ev": 4.37,
  "energy_ev": -9405.553,
  "multiplicity": 1,
  "e_homo_ev": -13.785,
  "elements": ["C", "C", "C", "C", "N", "N", "H", "H", "H", "H", "H", "H", "H", "H", "H", "H", "H", "H", "H", "H", "H", "O"],
  "positions_angstrom": [[-1.34660, -0.09380, 1.67391], [-1.49174, -1.02356, 0.50351], [-0.45730, -0.82524, -0.63817], [-0.27033, 0.61997, -1.08763], [-1.51795, 1.25198, -1.41885], [2.93944, 0.03817, -0.60507], [-2.13004, 0.65400, 1.77367], [-1.37803, -0.69046, 2.58688], [-2.51236, -0.88695, 0.11980], [-1.39841, -2.06811, 0.80432], [0.53067, -1.08631, -0.25708], [-0.60180, -1.48535, -1.49018], [0.42984, 0.53600, -1.95377], [0.23616, 1.21524, -0.33907], [-1.29550, 2.19457, -1.72700], [-1.97332, 0.75553, -2.18404], [-0.27715, 0.36769, 1.66024], [3.10578, -0.89457, -0.96589], [2.46054, 0.12095, 0.31106], [3.84655, 0.49566, -0.55586], [1.82625, 0.38502, 2.29722], [1.27529, 0.41955, 1.49198]],
  "forces_ev_per_a": [[-2.152, -2.122, 0.378], [0.075, 0.470, 0.010], [1.239, 0.165, -0.336], [-0.919, -0.430, 0.553], [1.142, -0.012, -0.917], [0.411, 0.476, -0.331], [0.543, 0.604, -0.334], [0.606, 0.310, 0.260], [0.154, 0.373, -0.381], [0.278, 0.078, 0.213], [-0.157, -0.400, 0.182], [-0.540, -0.048, 0.048], [0.061, -0.046, -0.030], [0.022, 0.093, 0.011], [-0.673, 0.241, 0.188], [-0.224, 0.202, 0.165], [2.210, 0.498, 0.261], [-0.196, -0.197, 0.437], [-0.459, -0.137, -0.411], [-0.078, 0.074, -0.033], [-0.843, 0.051, 0.651], [-0.500, -0.240, -0.584]],
  "nbo_charge": [-0.46, -0.41, -0.38, -0.24, -0.67, -0.90, 0.26, 0.25, 0.26, 0.25, 0.23, 0.24, 0.27, 0.22, 0.39, 0.38, 0.31, 0.38, 0.38, 0.38, 0.49, -0.63]
}